Record 1
{"formula": "H2N3O3P", "method": "wB97M-V/def2-TZVPD", "elements": ["P", "O", "O", "O", "N", "N", "N", "H", "H"], "coordinates": [[-3.067, 0.185, 0.174], [-3.942, -0.177, 1.380], [-3.866, 0.506, -1.086], [-2.139, -1.302, -0.291], [0.976, 0.646, -0.326], [-0.717, 2.133, 0.150], [0.321, 1.678, -0.061], [-1.499, -0.893, -0.888], [2.046, 0.990, -0.299]], "atomic_forces_ev_per_a": [[-0.80, -1.22, -0.52], [0.96, 0.04, -0.27], [0.48, 0.28, 0.13], [-0.66, 1.11, 0.57], [4.09, -1.77, -0.52], [-2.31, 0.32, 0.33], [0.85, 2.41, 0.44], [0.17, -0.14, 0.05], [-2.77, -1.03, -0.22]], "lowdin_charge": [0.3057, -0.5825, -0.5793, -0.4027, -0.1336, -0.0284, -0.5222, -0.0594, 0.0025], "charge": -2, "total_energy_ev": -19931.2835, "homo_energy_ev": [2.367, 1.436]}



Record 2
{"formula": "C6H15N2", "method": "wB97M-V/def2-TZVPD", "elements": ["N", "N", "C", "C", "C", "C", "C", "C", "H", "H", "H", "H", "H", "H", "H", "H", "H", "H", "H", "H", "H", "H", "H"], "coordinates": [[1.549, -0.367, 0.995], [-1.752, 0.907, 0.696], [1.584, -0.441, -1.514], [-1.740, 0.448, -0.642], [-0.649, -0.483, -0.290], [0.752, -0.025, -0.364], [-1.170, 2.217, 1.070], [-0.984, -1.868, 0.114], [-1.367, 1.333, -1.382], [-0.706, -2.542, -0.590], [2.586, -0.101, -1.571], [-2.697, 0.171, -1.026], [1.592, -1.513, -1.602], [-0.756, -2.247, 1.090], [-2.060, 2.749, 1.327], [2.320, 0.160, 1.206], [0.795, -0.326, 1.628], [-2.109, -1.979, 0.081], [1.701, -1.455, 0.907], [-0.350, 2.757, 0.522], [-0.581, 2.052, 2.031], [0.812, 1.012, -0.209], [1.166, 0.140, -2.310]], "atomic_forces_ev_per_a": [[-3.23, -5.97, -2.80], [2.01, -1.87, -0.11], [-0.49, -0.09, -0.32], [1.25, 4.54, -2.88], [-1.11, 1.23, 2.21], [1.36, 0.70, 1.58], [2.35, -1.79, 1.39], [-3.41, 1.37, 1.36], [-0.70, -2.00, 1.27], [1.39, -2.18, -2.30], [1.20, 0.40, 0.84], [-0.38, -1.04, -0.15], [-0.26, -0.43, -0.72], [0.68, 0.10, 0.69], [-0.27, 1.04, -0.03], [2.49, 1.49, 0.58], [-0.85, 0.61, 1.83], [1.09, 0.30, 0.13], [0.51, 2.68, 0.53], [-1.43, -0.39, -0.75], [-1.13, 0.14, -0.57], [-0.44, 1.70, -0.62], [-0.63, -0.55, -1.16]], "lowdin_charge": [0.2538, 0.0078, -0.0125, -0.2550, -0.2165, -0.2936, -0.1235, -0.0280, 0.1675, 0.0558, 0.0880, 0.1142, 0.0993, 0.0831, 0.0819, 0.1231, 0.1196, 0.1285, 0.2190, 0.0873, 0.0852, 0.1101, 0.1050], "charge": 1, "total_energy_ev": -9434.6773, "homo_energy_ev": [-12.578, -12.578]}



Record 3
{"formula": "C31H32F2N3O3TeTi", "method": "wB97M-V/def2-TZVPD", "elements": ["Te", "Ti", "F", "F", "O", "O", "O", "N", "N", "N", "C", "C", "C", "C", "C", "C", "C", "C", "C", "C", "C", "C", "C", "C", "C", "C", "C", "C", "C", "C", "C", "C", "C", "C", "C", "C", "C", "C", "C", "C", "C", "H", "H", "H", "H", "H", "H", "H", "H", "H", "H", "H", "H", "H", "H", "H", "H", "H", "H", "H", "H", "H", "H", "H", "H", "H", "H", "H", "H", "H", "H", "H", "H"], "coordinates": [[1.564, 0.618, 1.587], [0.034, 0.605, -0.896], [-5.240, 0.805, 0.509], [-3.139, 4.578, -1.196], [1.627, -0.443, -1.098], [-0.641, 0.069, -2.639], [-0.501, -1.774, -0.900], [0.511, 2.459, -1.285], [-2.061, -0.976, -4.057], [3.083, -2.159, -0.833], [2.408, 1.200, 4.408], [-4.147, 1.415, 0.093], [-1.504, -2.010, -1.887], [-0.652, -1.387, 2.191], [-1.946, 0.079, -5.069], [2.291, 1.524, 5.752], [-1.777, 1.307, -0.329], [1.282, 1.292, 3.603], [0.662, -2.606, -0.975], [-0.043, 2.034, 5.439], [-2.954, 0.703, 0.087], [-0.553, 3.307, -1.185], [0.730, -1.293, 2.057], [-3.048, 3.328, -0.759], [-1.403, -0.913, -2.941], [-1.814, 2.668, -0.761], [-0.420, -3.673, 2.904], [-4.216, 2.725, -0.335], [1.878, -1.696, -0.979], [0.895, 5.122, -1.809], [4.247, -1.274, -0.731], [0.057, 1.712, 4.093], [1.070, 1.941, 6.265], [3.383, -3.584, -0.696], [1.733, 2.911, -1.650], [1.966, 4.234, -1.918], [-2.993, -2.055, -4.388], [1.542, -2.377, 2.372], [-0.361, 4.660, -1.449], [-1.224, -2.577, 2.617], [0.961, -3.569, 2.785], [-0.811, 1.790, 3.450], [-2.990, -0.323, 0.437], [2.622, -2.288, 2.335], [4.707, -1.407, 0.249], [3.676, -3.796, 0.332], [-1.748, -0.377, -6.038], [4.978, -1.532, -1.495], [0.988, 2.200, 7.312], [2.953, 4.571, -2.199], [-3.915, -1.612, -4.761], [1.042, 6.176, -2.006], [3.958, -0.237, -0.849], [4.218, -3.833, -1.348], [-2.471, -1.947, -1.383], [-0.865, -4.594, 3.256], [2.523, 2.173, -1.720], [1.588, -4.413, 3.043], [-1.140, 0.759, -4.821], [-3.232, -2.670, -3.526], [-1.268, -0.515, 2.016], [-0.992, 2.359, 5.842], [-1.405, -3.002, -2.324], [0.674, -3.257, -0.101], [-5.151, 3.270, -0.340], [0.653, -3.221, -1.878], [2.534, -4.205, -0.965], [3.157, 1.452, 6.395], [-2.578, -2.683, -5.177], [-2.296, -2.640, 2.761], [-2.882, 0.632, -5.133], [3.363, 0.885, 4.005], [-1.175, 5.359, -1.367]], "atomic_forces_ev_per_a": [[-0.13, -0.30, 1.13], [-0.39, -0.18, -0.42], [-0.09, -0.01, 0.01], [0.03, 0.08, 0.02], [0.66, -0.52, -0.08], [0.08, 0.23, -0.09], [-0.06, 0.23, -0.21], [0.11, 0.64, -0.19], [0.14, 0.24, 0.10], [-0.18, 0.27, -0.13], [0.07, -0.02, -0.15], [0.20, 0.06, -0.08], [-0.02, 0.06, 0.05], [0.07, 0.04, 0.05], [0.01, 0.25, -0.20], [-0.03, 0.01, 0.06], [-0.55, 0.19, 0.33], [-0.09, 0.16, -0.55], [-0.03, 0.04, 0.11], [-0.04, 0.01, 0.02], [0.09, -0.30, 0.15], [-0.19, 0.32, 0.06], [0.11, 0.17, -0.15], [0.00, -0.27, 0.01], [-0.21, -0.34, 0.01], [0.27, -0.09, 0.00], [0.02, 0.05, -0.02], [-0.06, 0.04, 0.02], [0.08, -0.38, 0.20], [-0.01, -0.17, 0.02], [0.24, 0.14, 0.01], [-0.11, 0.02, -0.08], [0.06, -0.02, -0.03], [0.01, -0.29, 0.07], [0.28, 0.07, -0.07], [-0.09, 0.00, 0.02], [-0.15, -0.29, -0.10], [0.14, 0.08, -0.09], [0.10, 0.03, -0.03], [-0.05, -0.02, 0.04], [0.02, -0.11, 0.01], [0.00, 0.00, 0.01], [0.06, 0.00, 0.01], [-0.01, -0.01, 0.00], [-0.04, -0.05, 0.00], [-0.04, 0.04, -0.01], [0.00, -0.08, 0.05], [-0.08, -0.09, -0.03], [-0.02, -0.01, 0.00], [0.01, -0.04, -0.01], [0.01, 0.04, 0.05], [-0.01, 0.01, 0.01], [-0.09, 0.01, 0.00], [-0.03, 0.04, -0.05], [-0.03, -0.01, -0.06], [0.00, -0.01, -0.02], [-0.03, -0.03, 0.03], [0.01, 0.02, 0.03], [0.02, -0.04, 0.04], [0.01, 0.06, 0.00], [-0.08, 0.00, -0.02], [0.01, 0.01, 0.00], [0.01, -0.01, 0.03], [0.02, 0.01, 0.04], [0.01, 0.00, 0.00], [-0.02, 0.04, -0.03], [0.03, 0.03, 0.00], [0.00, 0.01, 0.00], [0.07, 0.05, 0.02], [0.01, -0.01, -0.03], [-0.02, -0.06, 0.06], [0.01, 0.01, 0.04], [-0.06, -0.04, 0.03]], "lowdin_charge": [1.5521, 1.0832, 0.1410, 0.1261, -0.2279, -0.0726, -0.1733, -0.0560, -0.0796, -0.0741, -0.1400, -0.2458, -0.0463, -0.1439, 0.0392, -0.0461, -0.1676, -0.4824, -0.0409, -0.0502, -0.0148, -0.1533, -0.4897, -0.1895, -0.3154, -0.0979, -0.0364, 0.1348, -0.3487, 0.0436, 0.0318, -0.1274, -0.0355, 0.0353, -0.0690, 0.0103, 0.0321, -0.1362, 0.0595, -0.0434, -0.0538, 0.0982, 0.1152, 0.1049, 0.1174, 0.1156, 0.1190, 0.1194, 0.1242, 0.1359, 0.1202, 0.1427, 0.0817, 0.1204, 0.1556, 0.1249, 0.1274, 0.1232, 0.0973, 0.0977, 0.0779, 0.1206, 0.1506, 0.1409, 0.1613, 0.1609, 0.1011, 0.1232, 0.1232, 0.1225, 0.1190, 0.0965, 0.1298], "charge": 3, "total_energy_ev": -79098.5567, "homo_energy_ev": -16.206}



Record-wise F_max values, in eV/A: 4.5, 7.3, 1.2